The following is a quantum chemistry calculation of a 3-piece molecular cluster, C3H6N4O overall, from the OMol25 dataset.

```
! RIJCOSX wB97M-V def2-TZVPD def2/J DEFGRID3
* xyz 0 1
H -1.261 2.100 0.003
N 1.155 1.534 -0.103
C 0.239 -0.722 -0.259
H -1.575 -2.113 -0.041
N -1.092 1.052 -0.065
C 0.218 0.554 -0.175
H 1.415 1.788 0.865
H 2.645 -0.770 -0.004
C -1.920 -0.028 -0.096
O -3.158 -0.089 -0.046
H 1.880 1.688 -0.817
N -0.998 -1.146 -0.250
N 1.345 -1.625 -0.131
H 1.107 -2.222 1.119
*
```

ΔE to the lowest compared entry with this formula, charge and spin = 5.347 eV
Highest occupied orbital energy = -7.58 eV
Orbital gap = 7.29 eV

=====

The following is a quantum chemistry calculation of C20H43BiN2P3S as an isolated structure, from the OMol25 dataset.

```
! RIJCOSX wB97M-V def2-TZVPD def2/J DEFGRID3
* xyz 3 1
C -1.087 -4.978 -7.084
H 0.794 -5.840 -6.423
C 0.092 -5.000 -6.324
C -1.932 -3.862 -7.066
H 2.326 2.847 -1.398
H 0.149 0.640 7.687
H -3.477 1.093 -0.759
H 4.527 1.449 1.221
P 0.584 1.154 -1.607
C -0.013 -3.301 -0.566
C -0.583 -2.908 -5.295
H 1.313 3.403 2.467
H 2.121 -3.093 -0.588
H 3.879 -0.118 0.645
H -2.793 -3.799 -7.725
C 1.324 2.798 -1.840
H 1.920 3.526 0.781
H -1.637 2.016 -2.184
C 1.203 -3.202 0.007
H -2.922 1.236 3.281
N -0.307 -0.190 5.834
H 3.612 1.382 -0.311
C -1.660 -2.818 -6.192
H 1.488 -1.018 -2.281
H -1.802 3.527 -0.728
H -2.733 4.253 0.607
H 1.944 0.285 -3.412
C 2.105 3.086 1.773
H 1.520 0.657 6.492
C 3.686 0.962 0.703
H 3.757 0.815 3.471
H -2.145 -1.178 6.289
H -0.980 -1.011 7.616
C 0.372 -3.946 -5.446
P -2.145 1.936 1.098
H 1.348 -3.218 1.103
C 0.431 0.791 6.631
C -3.672 1.318 0.300
H 3.069 3.465 2.141
C -2.601 2.189 2.840
H 2.407 -0.367 3.469
C 2.670 0.696 3.341
H -4.480 2.065 0.361
H -0.971 4.035 0.772
H -1.346 -5.832 -7.701
H -1.731 2.545 3.406
C -0.929 1.285 -2.607
C 1.803 0.031 -2.353
C -0.368 -0.093 4.541
Bi -0.223 0.214 0.733
H -0.946 -3.407 0.023
H -0.143 -3.291 -1.661
C -1.074 -1.212 6.548
H 1.313 -3.894 -4.884
H -3.999 0.398 0.805
P 2.164 1.261 1.674
N -0.429 0.008 3.366
H 0.175 1.810 6.291
H -0.690 -2.231 6.376
H 2.765 0.103 -1.828
H -0.656 1.581 -3.630
H -2.259 -1.913 -6.165
H -1.153 -2.180 -2.997
H -1.450 0.320 -2.658
S -0.473 -1.635 -4.104
H 2.174 1.296 4.113
C -1.889 3.592 0.364
H -3.416 2.918 2.946
H 1.387 2.987 -2.924
H 0.690 3.564 -1.375
*
```

ΔE to the lowest compared entry with this formula, charge and spin = 0.000 eV
Highest occupied orbital energy = -14.86 eV
Orbital gap = 4.77 eV

=====

The following is a quantum chemistry calculation of C36H29BrN2O2P2Zr as an isolated structure, from the OMol25 dataset.

```
! RIJCOSX wB97M-V def2-TZVPD def2/J DEFGRID3
* xyz 2 1
C 4.091 -0.248 1.959
C -0.750 -0.857 5.114
C -1.167 -1.245 6.381
C -3.154 -0.292 1.777
C -7.051 -0.635 -0.397
H -4.342 -1.330 -2.476
H 4.048 -0.729 2.927
H -3.930 3.310 -0.085
C -2.933 0.397 6.304
C -5.420 0.544 0.904
H 2.148 4.646 -0.475
N -6.753 0.054 0.621
C 1.133 -0.621 -3.804
Zr -0.593 0.365 0.166
C 4.220 0.963 -0.549
C 3.062 0.293 -0.154
H 2.177 2.391 -2.271
H 0.716 -1.275 -5.800
C -2.529 0.789 5.040
C 0.400 2.911 1.729
H 2.126 -0.868 1.411
C -3.763 2.302 0.276
H 0.462 2.040 -2.395
C -2.599 -0.223 -0.919
O -1.870 -1.191 -0.502
C 5.303 1.030 0.312
C -1.432 0.159 4.447
P -0.858 0.703 2.838
C 2.025 -0.684 -2.730
H 0.101 -1.345 4.654
H 0.549 2.335 3.792
C -2.805 2.136 1.192
C 2.548 -2.110 -5.044
C 1.087 2.757 -0.439
Br -7.086 -2.041 -2.849
C 1.097 4.031 1.431
H -5.309 1.644 -1.064
C 1.541 3.928 0.054
C -0.209 2.406 3.008
C -4.859 -0.928 -1.613
C 5.237 0.428 1.563
H 6.201 1.551 0.007
C -2.453 0.861 1.866
H 2.756 -2.665 -5.950
C 3.006 -0.314 1.097
O -1.950 0.801 -1.355
H -8.089 -0.944 -0.492
H 0.234 -0.016 -3.749
C 3.425 -2.186 -3.973
C -2.254 -0.620 6.970
H 4.283 1.431 -1.525
N 0.360 2.095 0.581
H -5.455 1.138 1.813
H 6.087 0.481 2.231
H -3.065 1.578 4.526
H -2.251 3.012 1.502
H -2.814 -1.135 2.375
H 3.857 -1.540 -1.976
C -4.339 -0.571 0.896
C 1.319 2.009 -1.718
C 3.168 -1.475 -2.808
H 1.311 4.846 2.106
H -2.580 -0.923 7.957
H -0.644 -2.035 6.904
C -6.170 -1.104 -1.511
H -3.778 0.883 6.772
C -4.675 1.249 -0.276
C 1.400 -1.329 -4.963
H 4.313 -2.799 -4.041
C -4.054 -0.160 -0.599
P 1.649 0.241 -1.251
H -4.705 -1.583 1.039
H -1.000 3.049 3.402
*
```

ΔE to the lowest compared entry with this formula, charge and spin = 0.000 eV
Highest occupied orbital energy = -13.86 eV
Orbital gap = 6.45 eV

=====

The following is a quantum chemistry calculation of a 11-piece molecular cluster, C57H97F7N2O15S overall, from the OMol25 dataset.

```
! RIJCOSX wB97M-V def2-TZVPD def2/J DEFGRID3
* xyz 0 1
H 7.646 9.032 3.169
H 0.940 1.498 1.164
H 2.176 12.133 -0.333
F -3.465 2.507 -3.179
C -0.848 -2.661 -2.576
H -0.911 -7.878 -6.400
H 5.421 -5.734 5.969
C 3.437 7.510 1.824
H 2.711 11.679 1.300
H -6.375 -4.033 -7.810
H 6.134 -3.142 -4.218
C 1.324 0.938 2.146
C -6.644 -4.455 6.473
C 4.584 11.331 -1.624
C 4.801 1.621 -0.203
H 6.473 -2.203 -1.828
H 3.966 -3.517 -0.991
C 3.834 -4.487 -3.054
H 3.185 -2.283 -2.867
H 4.595 -8.772 5.240
H 3.149 -5.199 -3.693
C -4.961 -0.537 0.941
C 3.885 -7.958 5.073
C 1.983 -4.844 -1.027
H 1.533 -1.324 1.963
O 4.134 2.892 -0.542
C -9.896 4.316 -3.272
H 1.110 1.604 3.089
C -7.287 -3.474 -7.576
H 1.056 -4.745 -3.203
H 4.945 -4.892 -3.213
O -1.401 1.414 3.794
H 6.951 -0.895 -3.105
H 6.768 0.734 -0.958
H -1.599 -5.953 5.896
H 5.843 1.791 -2.328
H -5.848 -0.246 2.784
C 3.389 8.342 3.078
C 8.310 9.433 2.399
C 3.853 -2.925 -3.582
C 3.963 -1.620 4.218
H 9.332 9.447 2.790
C 0.846 -4.347 -2.098
H -9.306 6.232 -4.019
H -3.260 0.059 -3.993
H -3.820 -2.660 -2.808
O 2.179 -1.670 -0.539
C -1.824 -7.320 -6.165
C -0.956 -3.606 4.416
H 7.040 7.753 -0.384
O -4.269 -4.543 6.241
H 2.141 8.622 0.534
C 5.137 -0.964 4.894
H 4.654 -0.921 -0.899
H 2.493 0.804 2.039
O 4.401 6.789 1.573
F 0.428 -0.947 3.756
C -7.074 -2.678 -6.316
O 3.573 -1.249 3.112
H -0.675 -6.440 4.437
H -5.834 -2.330 4.759
O -11.007 3.862 -3.002
H 6.575 9.387 0.140
C -4.416 -0.152 -4.007
H -9.081 -2.474 -5.603
H 3.916 3.134 1.671
C 3.285 -2.749 4.948
C -5.263 1.166 -4.531
H -7.100 -3.891 7.290
H 3.321 9.402 2.819
H -3.617 -6.319 -4.193
O 0.918 -4.164 5.787
H -0.177 -4.846 -1.780
H 4.821 -0.525 5.844
F -6.743 0.979 -4.317
H 4.124 -0.157 -2.642
H 6.126 -5.375 4.377
H -8.485 -1.091 -6.579
H -5.723 -0.953 0.158
H 0.082 -6.514 6.043
C -4.972 -0.590 -2.522
H -8.105 -4.185 -7.432
C 8.257 8.560 1.173
C -3.047 -1.574 -0.842
H -2.460 -5.163 -3.497
H 5.236 -1.582 -4.799
H 5.259 10.522 -1.920
N -5.426 -1.093 2.303
H 8.020 10.454 2.140
C -0.611 -0.836 1.336
H 2.432 6.942 0.028
H -4.215 -2.157 5.474
H -9.179 2.411 -3.919
C 4.007 11.028 -0.267
H 6.529 -6.907 5.184
H 5.439 1.813 0.774
H 3.781 11.404 -2.362
C -8.221 -1.836 -5.825
C 5.723 1.013 -1.457
H -5.648 -1.787 6.460
H -2.642 -8.030 -6.022
O 4.308 10.002 0.340
C 5.010 -0.401 -1.912
C -0.124 -4.541 5.254
F -2.741 -0.700 4.689
O -3.838 1.338 3.298
H -1.951 -3.500 4.854
C 2.259 7.595 0.890
C 6.013 -1.471 -2.644
H 1.903 -6.034 -0.988
O 9.262 7.991 0.751
H 1.353 7.264 1.404
H -5.078 0.650 0.941
H 3.935 0.868 0.117
H 6.202 7.965 1.169
H 2.887 -2.390 5.900
C 3.882 3.719 0.655
H 3.995 -3.563 5.115
S -2.555 0.422 3.375
H 3.055 -8.336 4.465
H 5.929 -1.698 5.059
H 4.196 -5.388 -0.991
C -9.574 5.772 -3.065
H -6.264 -1.729 2.165
C -1.610 -6.523 -4.906
C -0.618 -5.954 5.414
H -5.049 -2.542 -1.345
O 4.173 -6.458 3.237
F -5.076 3.690 -4.672
H -7.950 3.433 -3.140
H -7.924 -1.317 -4.908
H -7.286 -4.433 5.589
H -7.509 -2.801 -8.408
H -3.021 -4.936 -5.169
H 4.684 4.600 0.678
H 2.455 -3.127 4.340
O -6.003 -2.713 -5.712
C -5.296 -3.874 6.140
C 0.956 -2.028 -0.934
H 3.487 -7.599 6.025
C 5.737 -6.172 5.019
C 4.563 -6.829 4.343
C 6.927 8.411 0.484
H -8.754 5.873 -2.349
C -1.504 -1.939 -1.258
O -1.405 -3.061 -3.744
F -5.088 1.354 -6.006
C -0.384 -1.531 -0.131
H 2.533 8.044 3.689
H 5.152 12.264 -1.586
H 3.547 12.994 0.442
H 1.784 -4.490 0.089
H -8.502 3.793 -4.810
C -4.216 -1.952 -1.964
N 0.625 -2.853 -2.158
C 5.348 -2.321 -3.877
H -10.455 6.284 -2.663
H -4.646 -1.046 -4.758
H 3.286 -2.933 -4.632
H -4.967 0.298 -1.741
C -8.805 3.436 -3.822
C -2.758 -5.682 -4.415
H -6.122 -0.878 -2.657
H 5.526 -0.166 4.252
H -2.046 -6.647 -6.998
H -0.478 -2.621 4.389
F -5.756 2.754 -2.545
C -4.871 2.559 -3.722
C -5.253 -2.441 5.678
H 4.305 8.180 3.656
C 0.679 -0.568 2.314
C -2.190 -0.444 1.722
C 3.531 -4.506 -1.443
H -1.028 -3.988 3.394
O -0.540 -6.558 -4.302
C 3.047 12.030 0.318
H -6.521 -5.496 6.792
H 2.827 4.276 0.618
C -3.383 -0.841 0.618
*
```

SMILES = COCCCCCCCCCCN1C(=O)c2c(CCCC(F)(F)C(F)(F)F)c(CN)c(S(=O)(=O)F)c([C@@H](C)F)c2C1=O.CC(C)=O.CC(C)=O.CC(C)=O.CC(C)=O.CC(C)=O.CC(C)=O.CC(C)=O.CC(C)=O.CC(C)=O.CC(C)=O
Highest occupied orbital energy = -8.77 eV
Orbital gap = 6.47 eV

=====

The following is a quantum chemistry calculation of an isolated molecule of C17H20N2O4, from the OMol25 dataset.

```
! RIJCOSX wB97M-V def2-TZVPD def2/J DEFGRID3
* xyz 0 1
O -3.944 -0.806 0.031
C 3.969 -0.234 -1.156
O 0.366 1.106 -2.658
H 6.148 0.259 -1.280
C -4.296 -0.580 2.527
C 3.979 0.258 -2.540
N 1.920 0.907 -0.372
H 1.724 1.201 -1.283
H 5.594 -0.440 0.307
C -4.029 0.610 3.557
H -2.174 1.506 4.297
H -1.016 -0.433 2.980
C -2.481 -0.864 -2.064
H 3.892 1.561 0.052
H 4.289 -0.569 -3.230
H -5.399 -0.658 2.324
C -0.360 0.288 -2.068
C 5.419 -0.476 -0.751
H -0.928 1.279 2.620
H -3.260 -1.392 -2.563
H 4.642 1.169 -2.548
C -1.516 0.416 2.634
H -4.413 1.472 3.104
N -1.211 -0.829 -4.178
C -2.236 -0.008 1.375
H 5.674 -1.509 -0.986
C -1.391 -0.504 -2.797
O -0.053 -0.714 -4.623
H -2.408 -0.249 4.470
C -2.763 -0.524 -0.703
C 0.934 0.235 0.217
C -1.699 -0.047 0.020
H 3.037 0.634 -2.820
C -0.331 0.271 -0.589
H 3.372 -1.156 -1.065
O -2.204 -1.176 -4.941
H -3.996 -1.481 2.914
H 1.123 -0.225 1.210
C -3.529 -0.380 1.299
H -4.573 0.519 4.494
H 3.391 0.287 1.003
C -2.585 0.620 3.815
C 3.321 0.654 -0.035
*
```

ΔE to the lowest compared entry with this formula, charge and spin = 8.379 eV
SMILES = CC(C)CN/C=C1\C(=O)C([N+](=O)[O-])=Cc2oc3c(c21)CCCC3
Highest occupied orbital energy = -7.91 eV
Orbital gap = 7.12 eV

=====

The following is a quantum chemistry calculation of an isolated ion of composition C3H8F3N4 and charge +1, from the OMol25 dataset.

```
! RIJCOSX wB97M-V def2-TZVPD def2/J DEFGRID3
* xyz 1 1
H -2.114 -0.323 -1.125
H 1.265 0.950 0.519
N 2.138 -0.947 0.390
N -0.534 0.495 -0.208
F -0.200 2.592 2.173
N 1.206 -0.720 -0.631
H -0.547 -0.188 -2.043
H 2.140 -1.830 0.902
C -1.241 0.248 -1.402
F -1.891 1.368 2.885
C -1.151 0.894 0.873
H 1.548 -0.891 -1.594
N 0.736 0.563 -0.375
F 0.220 0.452 2.662
H -1.412 1.299 -1.611
C -0.707 1.307 2.226
H -2.216 1.150 0.647
H 3.110 -0.519 0.106
*
```

ΔE to the lowest compared entry with this formula, charge and spin = 0.909 eV
SMILES = C/[N+](=C/C(F)(F)F)NNN
Highest occupied orbital energy (spin up / spin down) = -14.24 / -14.24 eV
Orbital gap (spin up / spin down) = 8.96 / 8.96 eV

=====

The following is a quantum chemistry calculation of an isolated molecule of C2H3NO2S, from the OMol25 dataset.

```
! RIJCOSX wB97M-V def2-TZVPD def2/J DEFGRID3
* xyz 0 1
C 1.105 0.201 0.538
H 1.239 -0.658 -1.309
H 1.338 -0.195 1.463
O -2.812 -0.874 -0.060
O -1.049 0.991 -0.723
C -0.245 0.105 0.013
N 0.633 -0.815 -0.471
S -2.033 0.207 0.453
H 1.824 1.037 0.097
*
```

ΔE to the lowest compared entry with this formula, charge and spin = 4.261 eV
Highest occupied orbital energy = -9.28 eV
Orbital gap = 9.65 eV

=====

The following is a quantum chemistry calculation of a 2-piece molecular cluster, CH7NOS2 overall, from the OMol25 dataset.

```
! RIJCOSX wB97M-V def2-TZVPD def2/J DEFGRID3
* xyz 0 1
S -0.017 -2.199 -0.272
H 0.636 -3.030 0.596
S 1.701 -1.042 -0.512
H -0.784 0.681 0.347
H -2.539 2.366 -0.528
H -0.452 3.058 1.516
H -2.653 1.846 1.012
N -2.219 2.528 0.407
H 1.201 -0.277 -1.490
C -0.818 2.583 0.607
H -0.402 3.182 -0.209
O -0.116 1.317 0.603
*
```

ΔE to the lowest compared entry with this formula, charge and spin = 0.521 eV
SMILES = NCO.SS
Highest occupied orbital energy = -8.36 eV
Orbital gap = 8.70 eV

=====

The following is a quantum chemistry calculation of an isolated molecule of C4H11NO2, from the OMol25 dataset.

```
! RIJCOSX wB97M-V def2-TZVPD def2/J DEFGRID3
* xyz 0 1
H 2.121 0.052 0.429
H -1.515 1.634 -1.488
O -0.150 -0.595 2.041
C -0.687 0.220 -0.117
H 0.642 -1.108 2.247
H 0.151 2.006 -1.175
H -0.779 -2.578 -1.929
C 0.133 0.327 1.082
H -0.848 -2.952 -0.356
C -0.550 1.178 -1.279
O 0.042 -1.231 -0.747
H 1.607 1.737 0.406
H -0.239 0.666 -2.187
H -0.800 1.255 1.078
H -1.686 -0.172 0.081
N -0.988 -2.182 -1.013
C 1.552 0.809 0.968
H 1.994 0.935 1.957
*
```

ΔE to the lowest compared entry with this formula, charge and spin = 5.113 eV
SMILES = C[C@H](O)[C@@H](C)ON
Highest occupied orbital energy = -8.18 eV
Orbital gap = 9.09 eV

=====

The following is a quantum chemistry calculation of an isolated molecule of C3H5NO2S2, from the OMol25 dataset.

```
! RIJCOSX wB97M-V def2-TZVPD def2/J DEFGRID3
* xyz 0 1
H 0.979 -1.425 0.889
O -0.977 -0.788 1.290
C -0.968 0.350 0.626
C -0.120 0.471 -0.618
O 1.308 1.942 -1.763
C -0.010 -1.834 1.102
H 0.420 2.360 -0.036
H 1.112 1.218 -2.406
N 0.593 1.584 -0.660
H -0.002 -2.366 2.052
S -1.891 1.605 1.110
S -0.121 -0.626 -1.875
H -0.324 -2.491 0.289
*
```

ΔE to the lowest compared entry with this formula, charge and spin = 2.884 eV
SMILES = COC(=S)C(=S)NO
Highest occupied orbital energy = -9.05 eV
Orbital gap = 8.29 eV

=====

The following is a quantum chemistry calculation of C20H20BrGeN2OOs as an isolated structure, from the OMol25 dataset.

```
! RIJCOSX wB97M-V def2-TZVPD def2/J DEFGRID3
* xyz 1 5
Br -4.184 1.864 -5.160
C 1.227 -3.567 0.038
H -2.692 -0.093 -3.670
C 0.345 -1.331 1.505
H 2.867 0.160 -2.273
C 1.163 -2.396 2.105
H -0.495 -3.213 -1.348
N -0.918 -1.057 2.238
H 1.339 0.452 2.357
Os -1.054 0.693 1.377
H 1.126 0.360 -2.370
H -1.866 -0.969 4.058
C -0.975 -1.263 3.532
H 4.447 1.003 -0.350
N -1.209 -0.738 -0.144
H 1.395 3.763 0.186
C -2.265 0.744 -1.687
Ge 1.954 1.174 -0.088
C 0.091 -1.822 4.253
H 1.778 -4.345 -0.548
O -1.903 2.108 0.403
H 2.479 -4.102 1.703
H -1.627 -1.198 -2.178
H 1.793 -1.041 -1.532
C -1.650 -0.521 -1.350
H 0.073 -1.943 5.311
H 4.087 1.984 1.061
H 3.887 0.175 1.203
C -2.933 0.707 -2.936
H -4.474 3.715 -2.893
H 2.012 -2.897 4.060
C 1.723 -3.366 1.320
C -3.849 2.934 -2.490
H 0.291 2.943 -0.978
C -3.297 2.946 -1.212
C 1.923 0.026 -1.719
C 3.787 1.076 0.537
C 0.108 -2.856 -0.506
H -3.541 3.801 -0.585
C -0.261 -1.702 0.181
C -2.494 1.903 -0.798
C 0.870 0.225 1.354
C 1.178 -2.407 3.517
H 2.013 3.247 -1.478
C -3.601 1.851 -3.370
C 1.333 2.971 -0.635
*
```

ΔE to the lowest compared entry with this formula, charge and spin = 0.133 eV
Highest occupied orbital energy (spin up / spin down) = -10.32 / -11.32 eV
Orbital gap (spin up / spin down) = 5.98 / 5.88 eV
Expectation value of S² = 6.079